36
Properties=species:S:1:pos:R:3:forces:R:3:lowdin_charge:R:1 method="wB97M-V/def2-TZVPD" total_charge=-1 relative_energy_kj_mol=0.0 gap_ev=8.558 mol_weight_da=561.28 lumo_ev=2.448
Cu -0.0676 1.2564 0.0405 0.1 0.2 -0.1 0.378
O 2.6275 3.7860 1.6301 -0.1 -0.1 0.0 -0.341
Cl 1.3504 3.1492 1.7904 -0.2 -0.1 0.0 0.672
O 0.6024 3.7558 2.8491 0.1 0.0 -0.1 -0.325
O 1.5114 1.7247 2.0324 0.0 0.2 0.0 -0.361
O 0.5927 3.2829 0.5238 0.1 -0.1 0.1 -0.397
N 2.5275 -1.6738 -1.0799 0.0 -0.1 0.0 0.130
C 1.3123 -1.1102 -0.8739 0.1 0.2 -0.1 -0.112
N 1.3723 0.1969 -0.8279 0.1 -0.2 0.2 0.070
C 2.7193 0.5215 -0.9862 -0.1 0.0 0.0 -0.201
C 3.3479 1.7633 -0.9773 0.0 0.0 0.0 0.004
C 4.7168 1.7783 -1.1494 0.0 0.0 0.0 -0.078
C 5.4485 0.5938 -1.3307 0.0 0.0 0.0 -0.100
C 4.8346 -0.6433 -1.3356 0.0 0.0 0.0 -0.031
C 3.4563 -0.6514 -1.1543 0.0 0.0 0.0 -0.193
H 2.7061 -2.6603 -1.1280 0.0 0.0 0.0 0.157
H 0.4083 -1.6821 -0.7401 0.0 0.0 0.0 0.116
H 2.7797 2.6679 -0.8109 0.0 0.0 0.0 0.102
H 5.2418 2.7238 -1.1288 0.0 0.0 0.0 0.103
H 6.5214 0.6511 -1.4617 0.0 0.0 0.0 0.095
H 5.4010 -1.5561 -1.4669 0.0 0.0 0.0 0.103
F -1.4229 -0.0218 2.9234 0.0 0.0 0.0 0.145
C -2.6027 -0.3899 2.4252 0.0 0.0 0.0 -0.679
F -3.5134 0.5236 2.7506 0.0 0.1 0.0 0.145
F -2.9557 -1.5550 2.9609 0.0 0.0 0.0 0.141
S -2.4711 -0.5479 0.5946 0.2 0.0 -0.1 0.613
O -2.0575 0.7923 0.1950 -0.1 -0.1 0.1 -0.313
O -1.5303 -1.6199 0.3989 0.0 0.1 0.0 -0.289
N -3.9129 -0.7968 0.0996 0.0 0.1 0.0 -0.287
S -4.5361 -2.2329 -0.1822 0.2 -0.1 0.1 0.594
O -4.9415 -2.9226 1.0073 0.0 0.0 0.0 -0.280
O -3.8675 -2.9661 -1.2166 -0.1 0.0 0.0 -0.281
C -6.0978 -1.6320 -0.9448 0.0 0.0 0.0 -0.694
F -5.8660 -0.9489 -2.0642 0.0 0.0 0.0 0.135
F -6.7891 -0.8598 -0.1098 0.0 0.0 0.0 0.136
F -6.8461 -2.6969 -1.2526 0.0 0.0 0.0 0.124